DFT (ωB97M-V/def2-TZVPD) results for a molecular structure, C44H61CsN10S3Te.

```
120
Properties=species:S:1:pos:R:3:forces:R:3:lowdin_charge:R:1
Cs 0.5541 0.5911 -1.1261 -0.2 -0.2 0.3 0.891
N 3.5724 -1.4094 -1.1480 0.0 0.0 -0.1 -0.012
C 4.7757 -0.5833 -1.2252 0.0 0.1 0.1 -0.254
C 4.9806 0.0884 0.1259 0.0 -0.1 -0.1 -0.206
N 3.9493 1.0943 0.4151 0.0 -0.1 0.0 -0.147
C 4.3789 2.3578 -0.1815 0.0 0.0 -0.1 -0.197
C 3.4416 3.5482 -0.0716 0.0 0.0 0.1 -0.257
N 2.1219 3.2866 -0.6181 0.0 -0.2 -0.1 -0.024
C 3.6832 1.2149 1.8489 -0.1 0.1 0.1 -0.187
C 2.2321 1.5406 2.2023 0.2 0.1 -0.1 -0.266
N 1.3609 0.3861 1.9773 0.0 -0.2 0.2 -0.034
H 3.3272 -1.8000 -2.0510 0.0 0.1 0.0 0.071
H 2.8169 -0.7996 -0.8593 0.1 -0.2 0.1 -0.068
H 4.7334 0.1743 -2.0188 0.0 0.0 0.0 0.093
H 5.6353 -1.2231 -1.4350 0.0 0.0 0.0 0.114
H 5.9859 0.5359 0.1725 0.0 0.0 0.0 0.121
H 4.9335 -0.6967 0.8797 0.0 0.0 0.1 0.079
H 4.5672 2.1730 -1.2408 0.0 0.0 0.0 0.099
H 5.3413 2.6700 0.2620 0.0 0.0 0.0 0.124
H 3.9598 4.3787 -0.5703 0.0 0.0 0.0 0.115
H 3.3393 3.8383 0.9798 0.0 0.0 0.0 0.105
H 2.1538 2.9374 -1.5828 0.1 0.0 -0.1 -0.014
H 1.5751 4.1318 -0.6697 0.0 0.1 0.0 0.027
H 4.3422 1.9722 2.3039 0.0 0.0 0.0 0.124
H 3.9293 0.2638 2.3281 0.0 0.0 0.0 0.092
H 1.8741 2.3537 1.5706 -0.1 0.0 0.0 0.068
H 2.2013 1.8849 3.2446 0.1 0.0 0.0 0.115
H 0.3995 0.6640 2.1598 0.0 0.0 0.0 0.003
H 1.5819 -0.3437 2.6540 -0.1 0.1 -0.1 0.022
C -6.8017 0.5405 -1.5048 0.0 0.1 0.0 -0.039
C -5.9284 1.7637 -1.1829 0.0 0.0 0.1 -0.551
C -6.8124 3.0166 -1.0638 0.0 -0.1 0.0 -0.044
C -5.2638 1.5297 0.1713 0.0 0.0 0.0 -0.060
C -4.9118 1.9661 -2.3027 0.0 0.0 0.0 -0.166
C -5.3957 2.2072 -3.5991 0.0 0.0 0.0 -0.041
C -4.5567 2.4138 -4.6712 0.0 0.0 -0.1 -0.076
C -3.1867 2.3765 -4.4542 0.2 0.0 0.2 -0.477
S -1.8894 2.6161 -5.5678 0.0 -0.1 0.1 1.115
C -0.7277 2.3820 -4.2620 -0.2 0.0 0.0 -0.508
N -1.2734 2.1282 -3.1052 -0.2 0.2 0.0 -0.007
C -2.6630 2.1299 -3.1763 -0.3 0.0 -0.3 -0.302
C -3.5399 1.9254 -2.0995 0.1 0.0 0.0 0.033
C 0.7058 2.4733 -4.5629 0.4 0.2 0.0 -0.305
C 1.0640 2.9408 -5.8413 0.0 -0.1 0.1 -0.101
C 2.3924 3.0415 -6.2017 -0.1 0.0 -0.1 -0.110
C 3.3639 2.6765 -5.2791 0.1 0.0 0.1 -0.110
C 2.9862 2.2397 -4.0167 0.0 0.0 0.0 -0.175
C 1.6551 2.1213 -3.5734 0.0 0.1 -0.1 -0.193
H -7.5266 0.3795 -0.7037 0.0 0.0 0.0 0.087
H -6.1869 -0.3568 -1.5947 0.0 0.0 0.0 0.077
H -7.3524 0.6649 -2.4375 0.0 0.0 0.0 0.077
H -7.5391 2.8859 -0.2593 0.0 0.0 0.0 0.085
H -7.3619 3.2168 -1.9835 0.0 0.0 0.0 0.075
H -6.2042 3.8934 -0.8357 0.0 0.0 0.0 0.091
H -6.0321 1.4361 0.9403 0.0 0.0 0.0 0.093
H -4.6032 2.3516 0.4539 0.0 0.0 0.0 0.065
H -4.6808 0.6071 0.1812 0.0 0.0 0.0 0.058
H -6.4634 2.2317 -3.7709 0.0 0.0 0.0 0.107
H -4.9603 2.5987 -5.6584 0.0 0.0 0.0 0.110
H -3.1187 1.7459 -1.1148 0.0 0.0 0.0 0.056
H 0.3116 3.2343 -6.5663 0.0 0.0 0.0 0.062
H 2.6657 3.4013 -7.1856 0.0 0.0 0.0 0.095
H 4.4142 2.7429 -5.5456 0.0 0.0 0.0 0.094
H 3.7967 1.9816 -3.3338 0.0 0.0 0.0 0.050
S -1.6873 2.2570 1.2780 0.1 -0.1 0.1 0.612
C -1.0973 3.6728 0.6565 -0.1 0.2 -0.4 -1.150
N -1.0393 3.9962 -0.6393 -0.1 -0.1 0.3 -0.050
C -0.8064 5.3948 -0.9618 0.0 0.0 0.0 -0.211
C -0.0072 5.9707 0.2055 0.0 -0.1 0.0 -0.420
S -0.5320 5.0008 1.6537 -0.1 0.0 0.0 0.936
H -1.3512 3.3301 -1.3476 0.2 0.1 0.1 0.082
H -1.7677 5.9077 -1.0591 0.0 0.0 0.0 0.124
H -0.2651 5.4853 -1.9041 0.0 -0.1 0.0 0.129
H -0.2103 7.0261 0.3611 -0.1 0.0 0.0 0.079
H 1.0662 5.8430 0.0739 0.0 0.1 0.0 0.059
C -1.9517 -2.3990 -1.0118 0.0 0.1 0.0 -0.186
N -1.3841 -1.7622 0.1829 0.1 0.0 0.0 -0.128
C -0.8738 -2.8173 1.0628 0.0 0.0 0.1 -0.202
N -1.9163 -3.7734 1.4435 0.0 0.0 0.0 -0.080
C -2.4646 -4.3586 0.2179 0.0 0.0 0.0 -0.170
N -3.0171 -3.3431 -0.6831 0.0 -0.1 -0.1 -0.082
C -4.0612 -2.6116 0.0394 0.0 0.0 0.0 -0.168
N -3.5528 -1.9838 1.2609 -0.1 0.0 0.0 -0.077
C -2.4707 -1.0727 0.8877 0.0 -0.1 0.0 -0.217
C -2.9881 -3.0322 2.1148 0.0 0.0 0.0 -0.169
H -1.1580 -2.9262 -1.5471 0.0 0.0 0.0 0.128
H -2.3601 -1.6207 -1.6641 0.0 0.0 0.0 0.126
H -0.4686 -2.3578 1.9682 0.0 0.0 0.0 0.107
H -0.0655 -3.3511 0.5587 0.0 0.0 0.0 0.099
H -3.2547 -5.0642 0.4818 0.0 0.0 0.0 0.125
H -1.6719 -4.9000 -0.3026 0.0 0.0 0.0 0.126
H -4.8638 -3.3038 0.3009 0.0 0.0 0.0 0.127
H -4.4665 -1.8371 -0.6152 0.0 0.0 0.0 0.112
H -2.0736 -0.6085 1.7930 0.0 0.0 0.0 0.105
H -2.8655 -0.2865 0.2430 0.0 0.0 0.0 0.075
H -3.7814 -3.7287 2.3936 0.0 0.0 0.0 0.125
H -2.5869 -2.5754 3.0219 0.0 0.0 0.0 0.125
Te 2.9086 -3.0634 1.9731 0.1 -0.1 0.0 1.378
C 4.0696 -4.7979 2.3811 -0.1 0.0 0.0 -0.535
C 3.7132 -6.0224 1.8248 -0.1 0.1 -0.1 -0.150
C 4.4692 -7.1577 2.0796 0.1 0.0 0.0 -0.090
C 5.5895 -7.0780 2.8947 0.0 0.0 0.0 -0.090
C 5.9526 -5.8587 3.4503 0.0 -0.1 0.0 -0.090
C 5.1976 -4.7243 3.1909 0.0 0.2 0.0 -0.145
C 1.7241 -3.1389 3.7335 0.1 0.0 0.0 -0.543
C 1.9356 -2.2191 4.7576 0.1 0.0 -0.1 -0.158
C 1.1154 -2.2115 5.8778 0.0 0.0 0.0 -0.087
C 0.0829 -3.1317 5.9875 0.0 0.0 0.0 -0.087
C -0.1276 -4.0581 4.9750 0.0 0.0 0.0 -0.084
C 0.6867 -4.0583 3.8514 -0.1 0.0 -0.1 -0.153
H 2.8399 -6.0875 1.1875 0.0 0.0 0.0 0.088
H 4.1826 -8.1049 1.6409 0.0 0.0 0.0 0.102
H 6.1798 -7.9627 3.0951 0.0 0.0 0.0 0.102
H 6.8272 -5.7901 4.0843 0.0 0.0 0.0 0.102
H 5.4867 -3.7735 3.6214 0.0 0.0 0.0 0.091
H 2.7491 -1.5065 4.6792 0.0 0.0 0.0 0.088
H 1.2860 -1.4887 6.6655 0.0 0.0 0.0 0.103
H -0.5570 -3.1270 6.8605 0.0 0.0 0.0 0.102
H -0.9338 -4.7767 5.0505 0.0 0.0 0.0 0.106
H 0.4934 -4.7663 3.0554 0.0 0.0 0.0 0.094
```
Forces are in eV/Å.

Summary:
Spin multiplicity = 1
DFT total energy = -101865.6189 eV
LUMO level = 0.22 eV
Relative energy (zero: lowest compared OMol25 entry of this formula, charge and spin) = 0.552 eV
HOMO level = -0.2449 Ha
Gap between HOMO and LUMO = 6.89 eV